1.
Density functional theory data (the ωB97M-V functional and the def2-TZVPD basis) for the molecule C3H5NO2.

Summary:
**Relative energy (zero: lowest compared OMol25 entry of this formula, charge and spin)**: 67.7 kcal/mol
**Energy**: -8774.7605 eV
**Strongest force on any atom**: 4.0 eV/Å
**Kohn-Sham gap**: 0.38339 hartree
**LUMO level**: 0.0093 Ha

Each line ends with the Löwdin charge.
Geometry (Å):
O1 0.284 2.841 0.229  0.0921
O2 1.037 1.136 -1.079  0.0379
N1 -0.457 0.562 0.804  0.0892
C1 0.454 1.748 -0.207  -0.5932
C2 -0.658 -0.614 0.245  -0.2809
C3 0.476 -1.183 -0.428  0.0176
H1 1.455 -0.902 -0.069  0.0975
H2 -1.650 -0.984 -0.024  0.1404
H3 -1.243 1.014 1.255  0.1057
H4 0.015 -1.858 0.600  0.1916
H5 0.285 -1.761 -1.326  0.1019

Atomic forces in eV per Å
O -0.62 -0.19 0.42
O -0.75 0.33 0.70
N -0.44 -0.86 0.09
C 1.48 -0.05 -1.05
C 0.07 3.54 -1.77
C -1.44 -2.03 2.59
H -0.06 0.18 -0.49
H 0.12 -0.24 0.52
H -0.05 -0.16 0.10
H 1.41 -0.42 -1.36
H 0.27 -0.11 0.25



2.
Density functional theory data (the ωB97M-V functional and the def2-TZVPD basis) for a structure of composition C19H52N4O15PZn2.

Summary:
**Net charge**: +1
**Energy**: -163339.0904 eV
**Strongest force on any atom**: 6.5 eV/Å
**Kohn-Sham gap**: 0.29927 hartree
**LUMO level**: -0.0991 Ha

Each line ends with the Löwdin charge.
Geometry (Å):
Zn1 -35.784 -1.677 20.019  0.7844
Zn2 -31.957 -1.214 19.075  0.5990
P1 -33.972 -1.585 18.207  0.1359
O1 -32.011 -4.087 16.020  -0.0815
O2 -33.151 -0.378 17.879  -0.2833
O3 -33.097 2.224 18.164  -0.0812
O4 -35.441 -1.751 18.143  -0.2874
O5 -36.150 -3.315 16.016  -0.0794
O6 -32.905 -2.676 18.129  -0.2894
O7 -36.034 -3.604 20.393  -0.2775
O8 -33.591 -5.052 18.304  -0.0788
O9 -36.140 0.413 19.675  -0.2396
O10 -30.319 -1.009 17.738  -0.2288
O11 -32.993 0.897 15.582  -0.0787
O12 -36.738 -0.563 16.220  -0.0817
O13 -31.448 0.355 20.277  0.0798
O14 -33.774 -1.411 19.729  -0.3334
O15 -30.839 -1.833 23.004  -0.2415
N1 -31.518 2.320 21.126  0.2038
N2 -37.826 -1.584 20.014  -0.0895
N3 -30.668 -2.348 20.128  -0.0405
N4 -30.955 0.689 22.385  0.2187
C1 -32.129 -5.446 16.378  -0.2111
C2 -38.263 -0.495 19.117  -0.1462
C3 -31.348 1.047 21.217  -0.7869
C4 -31.288 -3.295 21.085  -0.1620
C5 -31.869 -2.642 22.359  -0.1480
C6 -37.494 0.736 19.505  -0.1847
C7 -37.383 -3.988 20.158  -0.1388
C8 -33.543 -5.596 17.049  -0.2642
C9 -38.207 -2.869 19.413  -0.1128
C10 -29.850 -2.624 23.722  -0.0535
C11 -35.353 -4.570 21.255  0.0049
C12 -35.371 1.501 20.122  -0.0474
C13 -29.775 -0.105 16.789  -0.0474
C14 -29.985 -3.106 19.003  -0.1397
C15 -29.541 -2.278 17.826  -0.1275
C16 -32.905 2.289 15.846  -0.2306
C17 -35.775 -0.986 15.316  -0.2356
C18 -36.196 -2.435 14.883  -0.1871
C19 -33.729 2.660 17.048  -0.2828
H1 -34.362 1.210 20.417  0.0910
H2 -30.944 1.427 23.074  0.1281
H3 -33.323 -4.133 18.374  -0.0191
H4 -32.677 -1.990 22.027  0.1079
H5 -29.912 -1.953 20.669  0.1316
H6 -33.291 2.798 14.964  0.1191
H7 -31.321 2.945 21.895  0.1247
H8 -35.442 -5.581 20.858  0.1112
H9 -34.723 2.223 16.953  0.1281
H10 -39.342 -0.389 19.222  0.1438
H11 -29.095 -3.690 19.236  0.1362
H12 -37.732 1.567 18.840  0.1520
H13 -30.786 -3.770 18.675  0.0984
H14 -35.936 -2.725 16.743  -0.0013
H15 -35.386 2.251 19.331  0.0998
H16 -35.813 1.963 21.005  0.1014
H17 -34.305 -4.274 21.316  0.0799
H18 -31.446 -5.559 17.219  0.0970
H19 -31.821 2.667 20.227  0.1150
H20 -37.873 1.028 20.484  0.1304
H21 -30.613 -4.079 21.429  0.1201
H22 -35.797 -4.475 22.246  0.1014
H23 -33.905 -6.620 16.955  0.1152
H24 -37.239 -2.398 14.566  0.1141
H25 -30.225 -3.128 24.613  0.0876
H26 -38.388 -1.510 20.850  0.1458
H27 -30.910 -0.302 22.578  0.0557
H28 -34.224 -5.062 16.386  0.1031
H29 -37.268 -4.900 19.572  0.1421
H30 -29.675 -2.895 16.938  0.1307
H31 -34.759 -0.928 15.708  0.0945
H32 -35.866 -0.395 14.405  0.1295
H33 -32.435 -3.600 16.730  0.0098
H34 -29.408 -3.488 23.227  0.0861
H35 -28.727 0.105 17.002  0.0970
H36 -31.927 -6.248 15.668  0.1177
H37 -38.139 -0.655 18.046  0.1183
H38 -32.896 0.438 16.419  0.0019
H39 -35.554 -2.701 14.043  0.1167
H40 -30.362 0.800 16.949  0.0904
H41 -28.465 -2.133 17.925  0.1249
H42 -38.024 -2.903 18.339  0.1287
H43 -37.827 -4.265 21.114  0.1279
H44 -32.145 -3.840 20.688  0.1098
H45 -29.879 -0.455 15.762  0.1094
H46 -32.336 -3.328 23.065  0.1305
H47 -29.099 -1.965 24.158  0.0984
H48 -31.853 2.575 15.877  0.1140
H49 -33.301 1.286 18.167  0.0177
H50 -39.281 -2.949 19.580  0.1370
H51 -36.428 -1.023 17.003  -0.0059
H52 -33.782 3.747 17.107  0.1269

Atomic forces in eV per Å
Zn 0.78 0.99 1.16
Zn 4.50 1.25 2.20
P 2.15 -0.70 2.19
O 0.77 -0.35 -1.77
O -1.36 3.32 -4.25
O 0.72 -0.33 2.43
O -1.91 -0.90 -2.97
O 0.24 0.00 -0.80
O -0.67 -2.31 -2.96
O 0.41 -0.49 0.68
O -0.64 -1.94 2.30
O 0.22 -0.40 -0.24
O 1.77 -2.43 0.15
O 0.06 0.45 -0.65
O -0.39 0.97 0.80
O -0.83 -3.97 -4.89
O -3.35 0.00 5.59
O 0.08 -2.29 0.50
N -1.17 4.74 -1.06
N -0.26 -0.26 -1.24
N 1.56 -1.97 0.34
N 0.87 -0.99 3.34
C -1.37 0.13 2.63
C -0.17 0.50 -0.29
C 0.85 2.18 1.85
C -0.87 -0.82 1.24
C 1.00 1.08 -0.87
C -1.37 0.36 1.13
C -0.69 -0.58 -0.66
C 0.64 -0.05 -2.84
C 0.65 -1.26 1.00
C -0.33 0.00 0.94
C -0.10 0.86 -0.12
C 0.10 1.19 0.27
C -0.41 0.64 0.15
C -1.57 -0.48 0.07
C -0.54 1.21 -0.20
C -0.52 -0.36 -1.52
C -1.10 -1.69 -2.27
C 0.49 1.18 0.58
C 0.28 1.58 -1.75
H -0.11 -0.32 -0.56
H 0.13 -0.87 0.35
H 0.12 0.55 -0.60
H 0.19 0.55 0.17
H -0.03 0.93 0.07
H -0.21 0.00 -0.15
H -0.20 0.02 -0.52
H -0.02 0.17 -0.11
H -0.32 0.08 -0.20
H -0.05 0.51 0.16
H -0.26 -0.19 0.83
H 0.61 -0.01 -0.33
H 0.26 -0.29 -0.12
H 0.07 -0.59 0.34
H 0.47 0.06 0.08
H -0.34 -0.06 0.20
H -0.15 -0.03 -0.27
H 0.44 -0.75 0.14
H 0.03 0.32 0.07
H -0.05 0.38 0.34
H 0.47 0.00 -0.36
H -0.06 -0.26 0.06
H 0.18 -0.27 0.93
H 0.04 0.17 -0.31
H -0.98 0.27 0.15
H 0.27 0.21 0.41
H 0.33 0.08 0.73
H -0.17 0.26 -0.26
H -0.69 -0.01 -0.27
H -0.29 0.25 -0.26
H 0.14 0.03 -0.13
H 0.35 0.32 0.14
H -0.04 0.51 0.13
H 0.16 0.54 -0.97
H 0.07 -0.07 0.09
H 0.00 0.79 -0.70
H 0.48 -0.79 0.16
H 0.10 -0.41 0.20
H 0.09 -0.71 0.18
H 0.14 0.11 -0.35
H 0.01 0.95 -0.09
H 0.26 0.21 0.10
H -0.24 0.17 0.13
H 0.12 0.13 -0.80
H -0.14 -0.12 0.05
H 0.42 -0.42 -0.05
H 0.08 0.20 -0.71
H 0.13 0.29 0.67
H 0.45 -0.73 0.63
H -0.01 -0.78 -0.16
H -0.41 0.42 0.66
H -0.33 0.17 -0.09



3.
Density functional theory data (the ωB97M-V functional and the def2-TZVPD basis) for the ion C3H8NS2 with charge +1.

Summary:
**Relative energy (zero: lowest compared OMol25 entry of this formula, charge and spin)**: 51.9 kcal/mol
**Net charge**: +1
**Energy**: -26392.0394 eV
**Strongest force on any atom**: 2.9 eV/Å
**Kohn-Sham gap**: 0.31564 hartree
**LUMO level**: -0.1651 Ha

Each line ends with the Löwdin charge.
Geometry (Å):
S1 -1.481 2.067 -0.701  0.8321
S2 0.938 -0.148 -0.567  1.0030
N1 -1.325 -1.732 0.589  0.0720
C1 -1.007 0.484 -0.492  -0.8590
C2 2.330 0.466 0.690  -0.2083
C3 -1.744 -0.551 0.007  -0.2602
H1 2.616 -0.525 1.174  0.0645
H2 2.065 1.179 1.485  0.0570
H3 -2.844 -0.541 -0.115  0.1476
H4 -2.027 -2.486 0.631  0.1278
H5 -1.245 2.103 -2.118  -0.0369
H6 0.896 0.769 -1.488  -0.0699
H7 -0.355 -2.060 0.639  0.0875
H8 3.182 0.976 0.266  0.0429

Atomic forces in eV per Å
S 0.43 0.81 -2.14
S -0.02 0.94 1.51
N -0.79 0.27 -0.65
C 0.64 -2.46 1.48
C -0.64 -1.26 1.01
C 0.31 -1.54 0.22
H -0.28 1.39 -0.79
H -1.00 -0.47 -0.40
H 0.72 0.44 0.16
H 0.73 0.76 0.02
H -0.40 0.22 1.71
H 0.97 0.80 -0.92
H -0.72 0.54 -0.08
H 0.06 -0.44 -1.14



4.
Density functional theory data (the ωB97M-V functional and the def2-TZVPD basis) for a structure of composition CHNO4.

Summary:
**Relative energy (zero: lowest compared OMol25 entry of this formula, charge and spin)**: 133.9 kcal/mol
**Energy**: -10725.3537 eV
**Strongest force on any atom**: 3.8 eV/Å
**Kohn-Sham gap (spin up / spin down)**: 0.29815 / 0.29809 hartree
**LUMO level (spin up / spin down)**: -0.0715 / -0.0715 Ha

Each line ends with the Löwdin charge.
Geometry (Å):
O1 -0.892 0.607 -0.636  -0.1370
O2 0.325 0.709 -0.007  -0.0856
O3 -1.571 -1.812 -0.020  0.2163
O4 -3.606 0.935 -0.058  0.1141
N1 -2.774 0.201 0.400  0.0506
C1 -1.962 -0.721 -0.080  -0.3083
H1 1.110 0.130 -0.333  0.1499

Atomic forces in eV per Å
O -0.97 -1.82 -0.36
O 1.92 -0.32 1.06
O -0.36 -0.30 0.28
O 0.76 -0.96 -0.29
N -1.63 1.50 1.60
C 2.93 1.31 -2.05
H -2.64 0.58 -0.25



5.
Density functional theory data (the ωB97M-V functional and the def2-TZVPD basis) for a structure of composition C12H14N8O4.

Summary:
**Energy**: -32773.3232 eV
**Strongest force on any atom**: 3.0 eV/Å
**Kohn-Sham gap**: 0.28356 hartree
**LUMO level**: -0.0336 Ha

Each line ends with the Löwdin charge.
Geometry (Å):
O1 2.491 4.876 -2.579  0.0778
O2 1.560 2.425 3.332  0.0526
O3 3.070 5.346 -0.505  0.0185
O4 0.369 0.676 2.748  0.0216
N1 0.958 1.741 2.472  -0.3264
N2 0.384 2.798 -2.938  0.0722
N3 2.462 4.635 -1.366  -0.3177
N4 0.068 -0.566 0.030  0.0360
N5 -0.678 1.119 -2.011  0.0560
N6 0.113 1.690 -1.062  -0.0301
N7 -0.459 1.780 -3.115  -0.0239
N8 -0.996 -2.654 0.164  -0.0517
C1 1.415 -2.544 -0.160  -0.1527
C2 0.780 2.747 -1.645  -0.1845
C3 1.746 3.195 0.555  0.1027
C4 0.924 2.165 1.082  -0.1054
C5 1.346 -1.135 0.318  -0.1977
C6 0.246 -3.386 0.329  -0.1266
C7 0.075 1.335 0.284  -0.0440
C8 -3.295 -2.051 0.167  -0.1314
C9 -1.021 -1.301 0.068  -0.2230
C10 -2.457 -0.785 0.005  -0.0787
C11 -2.315 -3.244 0.318  -0.1224
C12 1.703 3.506 -0.813  -0.0670
H1 2.078 -0.476 -0.149  0.1308
H2 2.340 -2.971 0.207  0.1184
H3 -2.448 -3.702 1.316  0.1279
H4 -3.917 -1.932 1.063  0.1143
H5 0.389 -3.639 1.398  0.1368
H6 1.442 -2.525 -1.252  0.1282
H7 2.483 3.710 1.153  0.1305
H8 -2.559 -0.042 0.800  0.1174
H9 1.488 -1.037 1.406  0.1265
H10 -2.576 -0.269 -0.954  0.1094
H11 -3.946 -2.154 -0.711  0.1159
H12 0.156 -4.339 -0.220  0.1327
H13 -0.911 1.009 0.728  0.1311
H14 -2.506 -4.000 -0.461  0.1260

Atomic forces in eV per Å
O -0.42 -0.96 2.12
O -1.03 -1.10 -1.92
O -1.31 -1.68 -1.86
O 0.54 1.28 -0.38
N 0.53 0.59 1.47
N 0.90 -0.06 1.20
N 1.37 1.80 0.75
N -0.64 -0.18 0.34
N 0.35 0.59 -0.71
N -0.27 1.11 -0.97
N -0.33 -0.32 1.47
N -0.26 0.94 0.08
C 0.44 -0.56 -0.52
C -0.12 -0.21 -0.43
C 0.02 -0.43 -1.59
C 0.74 -1.09 0.20
C -0.10 0.44 0.77
C -0.11 -0.37 0.41
C -2.93 -0.68 0.19
C -0.47 0.24 0.11
C 1.10 0.39 -0.06
C 1.54 -0.02 -0.28
C -0.61 0.02 -0.01
C -0.78 -0.36 0.36
H 0.30 -0.26 -0.13
H 0.22 -0.34 -0.12
H 0.29 0.02 -0.44
H 0.03 -0.31 -0.36
H -0.12 0.07 -0.35
H 0.00 -0.18 0.04
H -0.26 0.13 0.31
H -0.34 -0.14 -0.01
H 0.18 -0.24 -0.20
H -0.09 -0.08 0.20
H 0.13 -0.19 0.40
H 0.16 0.37 0.13
H 1.15 1.64 -0.56
H 0.21 0.13 0.35



6.
Density functional theory data (the ωB97M-V functional and the def2-TZVPD basis) for the molecule C29H27F3N6O.

Summary:
**Relative energy (zero: lowest compared OMol25 entry of this formula, charge and spin)**: 4.1 kcal/mol
**Energy**: -49650.7794 eV
**Strongest force on any atom**: 1.3 eV/Å
**SMILES**: Cc1ccc(C(=O)Nc2ccc(CN3CCN(C)CC3)c(C(F)(F)F)c2)cc1C#Cc1cnc2cccnn12
**Kohn-Sham gap**: 0.29321 hartree
**LUMO level**: -0.0008 Ha

Each line ends with the Löwdin charge.
Geometry (Å):
F1 -0.933 1.080 -2.670  0.1393
F2 -2.772 0.027 -2.936  0.1360
F3 -2.745 2.164 -3.076  0.1383
O1 -5.004 -2.944 1.890  0.0945
N1 3.817 -1.189 -0.344  -0.0074
N2 -0.017 3.646 -0.230  -0.1579
N3 -4.241 -0.854 1.636  0.1440
N4 3.454 -0.492 -1.406  0.1209
N5 5.135 -1.984 1.278  0.1143
N6 1.441 1.849 1.509  -0.2128
C1 -1.184 -3.583 -1.345  -0.2094
C2 -2.215 2.374 -0.165  -0.1353
C3 -0.838 -2.796 -0.234  -0.1798
C4 0.949 2.684 -0.711  -0.1558
C5 -2.243 1.126 -2.376  -0.5665
C6 1.053 1.437 0.171  -0.1723
C7 6.078 -0.416 -0.406  0.0267
C8 -3.595 0.208 1.014  -0.2276
C9 -4.214 -2.199 1.352  -0.4269
C10 -3.153 -2.665 0.420  -0.1662
C11 -2.700 2.436 1.140  -0.0446
C12 3.044 -2.003 0.428  -0.2341
C13 5.710 0.308 -1.510  -0.0469
C14 -3.225 0.170 -0.326  0.0535
C15 -1.385 3.531 -0.691  -0.1235
C16 -1.821 -2.334 0.636  0.0312
C17 4.377 0.233 -1.967  -0.1188
C18 0.518 -2.481 0.003  0.0423
C19 0.420 2.722 2.061  -0.1851
C20 -3.493 -3.488 -0.648  -0.0032
C21 -3.369 1.384 1.728  0.0018
C22 3.899 -2.474 1.420  -0.0733
C23 -2.541 1.232 -0.903  -0.0572
C24 1.690 -2.256 0.194  0.0643
C25 1.700 0.722 2.375  -0.0888
C26 5.099 -1.199 0.214  -0.2822
C27 0.239 3.952 1.159  -0.1630
C28 -2.516 -3.923 -1.526  -0.0177
C29 -0.123 -4.042 -2.292  -0.0330
H1 1.816 0.773 -0.238  0.0890
H2 7.076 -0.405 0.000  0.1198
H3 -2.550 3.342 1.707  0.1158
H4 -1.890 4.461 -0.405  0.1317
H5 1.972 1.086 3.365  0.0855
H6 0.397 -3.183 -2.716  0.0911
H7 -0.536 2.182 2.179  0.1014
H8 0.619 -4.643 -1.766  0.0909
H9 0.748 3.055 3.050  0.1211
H10 2.535 0.149 1.976  0.0684
H11 0.095 0.886 0.178  0.1207
H12 0.716 2.405 -1.736  0.1077
H13 -2.793 -4.543 -2.366  0.1141
H14 6.418 0.932 -2.031  0.1021
H15 4.049 0.793 -2.829  0.1116
H16 0.832 0.048 2.473  0.0861
H17 3.656 -3.146 2.219  0.1150
H18 -1.537 -1.726 1.483  0.1334
H19 -0.549 -4.632 -3.098  0.0779
H20 -3.717 1.466 2.748  0.1181
H21 1.177 4.519 1.185  0.1218
H22 -3.486 -0.683 -0.929  0.1223
H23 -4.526 -3.765 -0.792  0.1242
H24 -0.556 4.590 1.547  0.1144
H25 1.925 3.181 -0.699  0.1236
H26 -1.339 3.505 -1.781  0.1157
H27 -4.852 -0.613 2.409  0.1589

Atomic forces in eV per Å
F 0.26 0.04 0.22
F -0.15 -0.23 0.13
F -0.09 0.20 0.12
O -0.07 -0.20 -0.07
N 1.09 0.11 0.34
N 0.00 0.05 -0.03
N -0.36 -0.05 0.52
N -0.70 0.12 -0.60
N 0.64 0.14 0.11
N -0.03 0.08 0.01
C 0.00 0.05 0.07
C -0.17 -0.11 0.01
C -0.67 -0.12 -0.08
C 0.05 -0.25 -0.04
C -0.02 -0.02 -0.49
C 0.14 0.16 -0.19
C -0.08 0.36 -0.52
C 0.34 0.60 -0.36
C -0.05 0.17 0.16
C 0.21 -0.43 -0.09
C -0.10 0.00 -0.34
C 0.23 -0.41 0.53
C 0.34 -0.24 0.46
C -0.04 0.13 -0.01
C 0.07 0.16 -0.10
C -0.17 -0.17 -0.06
C -0.02 -0.11 0.12
C 1.24 0.26 0.26
C 0.00 0.18 -0.01
C 0.01 0.19 0.20
C -0.03 -0.24 -0.09
C -0.32 0.21 -0.44
C -0.07 -0.01 0.18
C -1.13 -0.14 -0.27
C 0.01 0.06 -0.04
C -0.41 -0.16 0.06
C 0.02 -0.06 0.20
C -0.04 0.02 0.00
C -0.01 -0.02 -0.02
H -0.07 -0.02 0.04
H 0.09 0.00 0.04
H 0.06 0.09 0.08
H -0.02 -0.06 -0.09
H 0.02 -0.04 0.08
H 0.07 0.00 -0.05
H 0.17 0.03 0.06
H 0.07 -0.03 -0.02
H -0.05 0.00 0.02
H 0.04 -0.10 0.03
H 0.05 -0.02 0.01
H 0.00 0.04 -0.03
H -0.01 -0.06 -0.09
H 0.07 0.06 -0.04
H -0.03 0.05 -0.08
H -0.04 -0.02 0.01
H -0.17 -0.14 0.11
H 0.03 0.08 0.02
H 0.00 -0.03 -0.05
H -0.01 -0.01 0.13
H -0.04 0.02 0.14
H 0.01 0.04 -0.06
H -0.11 -0.04 0.00
H 0.00 0.06 0.01
H 0.06 -0.10 -0.05
H -0.11 0.06 0.09
H 0.05 -0.17 -0.15